# 1
78
Properties=species:S:1:pos:R:3:forces:R:3 method="wB97M-V/def2-TZVPD" lumo_energy_ev=-6.71 homo_ev=-13.02 total_charge=+2 gap_ev=6.312 de_lowest_kj_mol=86.8
Ta -0.156728 0.228343 0.149495 -0.83 -0.69 -0.72
C -2.735906 3.375448 -1.712142 0.01 -0.01 0.00
C -2.258683 2.336590 -0.911739 0.00 0.09 0.07
N -1.119044 1.716930 -1.173440 0.09 0.05 0.17
C -0.421476 2.042785 -2.288197 0.30 0.12 -0.15
C -0.815278 3.090246 -3.139074 -0.17 -0.29 0.00
C -2.004442 3.768239 -2.807310 0.02 0.00 0.04
C -0.060899 3.319260 -4.313648 0.03 0.01 -0.02
C 0.977200 2.485019 -4.607149 -0.03 0.07 -0.04
C 1.362549 1.433600 -3.744886 -0.08 -0.06 0.15
C 0.713507 1.242068 -2.548464 -0.08 0.12 -0.17
N 0.958005 0.280340 -1.544381 0.22 0.24 0.30
C 2.053306 -0.605886 -1.627917 0.14 -0.14 -0.01
C 3.269660 -0.417886 -2.238371 -0.15 0.00 0.09
C 4.218321 -1.462725 -2.263008 0.07 -0.08 0.01
C 3.971958 -2.669182 -1.675215 0.02 0.02 -0.03
C 2.771873 -2.857186 -0.950802 -0.08 0.14 0.02
C 2.451301 -4.025325 -0.234713 -0.04 -0.02 0.02
C 1.292690 -4.071004 0.496121 0.04 -0.01 -0.01
C 0.471549 -2.942473 0.554144 -0.03 0.02 0.01
N 0.729364 -1.826509 -0.117188 0.00 -0.07 0.10
C 1.845043 -1.799916 -0.904573 0.21 0.04 -0.09
H -3.668962 3.854646 -1.455177 0.00 0.01 0.01
H -2.801859 2.021140 -0.029166 0.00 0.00 0.00
H -2.347437 4.581096 -3.434962 -0.01 0.00 -0.01
H -0.341523 4.123079 -4.980356 0.00 -0.01 -0.01
H 1.530658 2.617194 -5.526486 0.00 0.01 -0.01
H 2.159703 0.786048 -4.067192 0.01 -0.01 0.00
H 3.533924 0.527382 -2.683514 -0.01 0.02 -0.01
H 5.157014 -1.291589 -2.771421 0.01 -0.01 0.00
H 4.692378 -3.474062 -1.726417 0.01 0.00 0.00
H 3.125188 -4.872663 -0.259811 0.01 0.00 0.01
H 1.019745 -4.947677 1.065862 -0.03 -0.02 0.02
H -0.405008 -2.965425 1.182546 -0.02 0.02 -0.01
Br 0.589575 -7.515632 3.221170 -0.07 0.08 -0.01
C -1.061685 -6.598044 3.305005 -0.01 0.00 -0.09
C -1.635979 -6.322475 4.538250 0.08 -0.03 -0.07
C -2.852756 -5.665179 4.579099 -0.02 0.08 -0.07
C -3.456620 -5.231433 3.401665 0.27 -0.09 0.02
C -2.896801 -5.547734 2.167140 -0.02 -0.06 -0.04
C -1.701624 -6.244960 2.121171 0.10 -0.06 0.07
N -4.708800 -4.580168 3.566934 -0.37 0.00 0.02
N -5.058826 -3.603340 2.900842 -0.06 0.15 -0.13
C -4.180669 -2.917320 1.999436 0.06 -0.07 0.15
C -4.522256 -2.767184 0.677756 -0.01 -0.13 0.11
C -3.724871 -2.025120 -0.217246 0.22 0.15 0.16
C -2.607214 -1.403851 0.271754 -0.08 -0.22 0.22
O -1.755595 -0.623422 -0.435755 -0.29 0.14 -0.10
C -2.269602 -1.493912 1.633285 -0.20 -0.09 -0.18
N -1.141554 -0.812984 1.978543 0.18 0.09 0.12
C -0.788583 -0.817071 3.255005 -0.02 -0.04 0.00
C -1.523594 -1.489390 4.236482 -0.03 -0.01 -0.01
C -2.647598 -2.200394 3.886854 0.01 0.03 0.01
C -3.048618 -2.234267 2.536556 0.09 0.11 -0.20
H -1.155434 -6.646544 5.450622 0.01 0.00 -0.01
H -3.348162 -5.480269 5.523340 -0.02 0.00 0.01
H -3.410497 -5.320784 1.242322 -0.01 0.05 0.06
H -1.284787 -6.542057 1.167621 0.02 0.00 0.02
H -5.416494 -3.253924 0.310960 -0.01 0.00 0.02
H -3.998206 -1.939248 -1.259513 0.01 0.01 -0.02
H 0.100391 -0.265442 3.519960 0.00 0.01 0.01
H -1.195391 -1.436461 5.264148 0.00 0.00 0.01
H -3.230532 -2.711057 4.642902 0.03 0.01 -0.01
F 4.139208 0.994764 3.997722 -0.01 0.05 -0.01
C 3.154803 0.281845 3.511480 0.01 0.21 0.05
F 3.582052 -0.897981 3.107801 -0.02 -0.06 -0.03
F 2.194367 0.141490 4.409975 -0.06 -0.04 0.01
S 2.489357 1.144003 2.000160 -0.03 -0.15 0.39
O 1.501192 0.132330 1.480646 0.21 -0.12 -0.13
O 3.574986 1.446260 1.151802 0.13 0.00 -0.09
N 1.624478 2.351539 2.578763 0.10 0.08 -0.01
S 0.521316 2.704648 1.534220 0.24 0.34 0.08
O -0.687473 1.840253 1.635993 -0.10 -0.10 0.08
O 0.998006 2.594058 0.170784 0.08 0.22 -0.26
C 0.025883 4.466112 1.905507 -0.01 -0.11 0.15
F -1.046666 4.702247 1.174483 -0.01 0.01 -0.03
F -0.235100 4.586412 3.183990 -0.03 -0.02 0.01
F 1.023584 5.232236 1.542817 0.00 -0.01 0.00

***

# 2
75
Properties=species:S:1:pos:R:3:forces:R:3 method="wB97M-V/def2-TZVPD" lumo_energy_ev="2.25 / 1.05" homo_ev="-5.00 / -5.12" total_charge=-1 gap_ev="7.242 / 6.170" de_lowest_kj_mol=0.0 spin_multiplicity=6
Ru -0.989754 -0.236705 0.669601 -0.32 0.32 -0.01
Cl -0.210069 3.028938 1.337277 0.35 0.03 -0.05
C -1.879270 2.834721 0.928938 -0.37 -0.31 0.09
C -2.396372 1.542227 0.872115 0.27 0.22 -0.29
C -3.770185 1.466835 0.673974 0.18 -0.09 0.07
Cl -4.492042 -0.110055 0.653799 -0.08 0.16 0.03
C -4.586446 2.580600 0.510239 -0.01 0.10 0.00
Cl -6.290540 2.414580 0.315952 -0.05 -0.03 -0.04
C -4.012936 3.848585 0.510659 0.01 -0.04 0.01
Cl -4.988354 5.247711 0.278688 -0.03 0.03 -0.01
C -2.645651 3.977891 0.727372 0.07 -0.01 0.03
Cl -1.916667 5.538530 0.756063 -0.02 0.11 0.01
N -1.737566 -0.338587 3.129436 0.19 -0.11 -0.34
N -1.139349 -1.414299 3.785887 0.06 -0.14 -0.04
C 0.029937 -2.021716 3.256422 -0.16 0.07 0.32
O 0.694139 -2.694975 4.036353 -0.09 0.01 -0.17
O 0.240230 -1.817648 2.013627 0.00 0.43 -0.22
H -1.559894 0.555228 3.571510 0.01 0.07 0.06
H -2.732934 -0.483292 3.022047 -0.09 0.04 -0.04
H -1.209208 -1.454804 4.788552 0.07 0.06 0.08
F -1.691630 0.302522 -6.888063 0.01 0.01 0.01
C -1.397632 0.259267 -5.575173 0.03 -0.03 0.03
C -2.050721 1.086551 -4.678485 0.02 -0.03 -0.07
F -2.977527 1.942056 -5.133672 -0.07 0.03 0.01
C -1.744734 1.043773 -3.334600 0.16 -0.08 0.21
F -2.402567 1.862560 -2.496338 -0.04 0.06 -0.01
C -0.752949 0.193458 -2.793188 -0.41 -0.03 -0.59
O -0.423005 0.217494 -1.550881 0.04 -0.13 0.82
C -0.137987 -0.651598 -3.749641 -0.04 0.16 0.37
F 0.795192 -1.518521 -3.330172 0.15 -0.07 0.04
C -0.436221 -0.612796 -5.095940 -0.15 0.13 -0.06
F 0.208408 -1.415729 -5.954316 0.03 -0.08 -0.01
Te -1.882644 -2.660627 0.186038 -0.43 -0.96 0.00
C -3.956675 -2.959000 -0.071944 0.19 0.02 -0.54
C -4.905382 -3.165102 0.887415 0.11 -0.09 0.12
C -6.199689 -3.411077 0.356389 -0.09 0.00 0.03
C -6.216870 -3.391744 -1.003194 0.07 0.03 -0.25
S -4.658913 -3.070319 -1.644353 -0.02 0.02 0.33
H -4.680209 -3.140273 1.945172 0.01 -0.01 -0.01
H -7.074616 -3.590929 0.965282 -0.01 0.00 -0.01
H -7.051123 -3.544590 -1.669884 -0.04 -0.01 0.07
C 3.840356 -3.451709 -1.624327 0.07 0.00 -0.02
C 2.694525 -3.687411 -0.881301 0.00 -0.04 -0.02
C 1.997244 -2.629498 -0.320680 -0.12 -0.04 -0.04
C 2.443409 -1.322072 -0.490373 -0.12 -0.08 0.01
C 3.593863 -1.090743 -1.243183 -0.08 0.00 0.03
C 4.283183 -2.150934 -1.812485 0.02 0.01 0.01
P 1.571505 0.001519 0.422893 1.05 0.25 0.16
C 2.304786 1.520647 -0.319709 -0.11 0.03 0.02
C 2.153014 1.765814 -1.684222 -0.07 -0.06 -0.05
C 2.677413 2.910565 -2.261563 0.03 0.00 -0.04
C 3.363665 3.834141 -1.486027 0.01 0.01 0.01
C 3.521202 3.601451 -0.129024 0.04 0.06 -0.02
C 2.996223 2.455889 0.450757 -0.06 -0.11 -0.03
C 2.482968 -0.028354 2.022538 -0.18 0.11 0.01
C 1.875222 0.571798 3.123705 -0.03 -0.08 -0.11
C 2.520518 0.631854 4.346391 -0.05 0.03 0.03
C 3.787333 0.085330 4.484617 0.05 -0.01 0.06
C 4.402020 -0.511537 3.395860 0.02 0.00 -0.03
C 3.755845 -0.567373 2.168414 -0.10 0.02 0.00
H 4.396480 -4.277944 -2.050147 -0.04 -0.01 -0.03
H 2.340836 -4.699769 -0.732356 -0.02 0.01 0.00
H 1.114116 -2.818582 0.275460 0.12 -0.03 0.01
H 3.961661 -0.084319 -1.379167 0.02 0.05 -0.02
H 5.173788 -1.956583 -2.397404 0.00 0.00 0.01
H 1.624646 1.047221 -2.295353 0.02 0.03 0.01
H 2.555331 3.077726 -3.324615 -0.02 -0.01 0.01
H 3.778187 4.726022 -1.939430 -0.01 0.00 0.01
H 4.064434 4.308735 0.485760 -0.03 0.01 0.00
H 3.129644 2.294136 1.511187 0.03 -0.01 0.02
H 0.878278 0.982837 3.010306 0.00 0.03 0.06
H 2.029016 1.094037 5.193545 0.00 -0.01 0.01
H 4.288515 0.111117 5.444279 0.00 0.01 -0.01
H 5.390511 -0.941728 3.499583 -0.01 -0.02 0.00
H 4.240692 -1.041397 1.327108 0.04 -0.04 -0.03

***

# 3
73
Properties=species:S:1:pos:R:3:forces:R:3 method="wB97M-V/def2-TZVPD" lumo_energy_ev=1.47 homo_ev=-3.63 total_charge=-1 gap_ev=5.100
Fe -0.162902 0.094500 0.029537 -0.41 -0.10 -0.20
C -0.351344 -5.868132 -2.684992 0.00 0.00 0.00
C -0.427904 -5.153205 -3.886862 0.00 -0.02 -0.01
C -0.423414 -3.767779 -3.898129 0.00 0.01 0.03
C -0.336913 -3.116693 -2.676257 0.00 0.01 -0.04
C -0.312355 -1.700873 -2.311281 -0.04 -0.05 0.05
N -0.229446 -1.584883 -0.965834 0.14 0.09 -0.01
C -0.185935 -2.826319 -0.418144 -0.08 -0.06 -0.02
N -0.082783 -3.152275 0.852708 0.03 0.03 -0.04
C -0.020886 -2.250175 1.819321 -0.01 0.04 0.08
C 0.107555 -2.616593 3.226116 -0.01 -0.04 -0.03
C 0.187465 -3.842357 3.874053 0.00 0.02 0.01
C 0.310572 -3.833002 5.253178 0.00 -0.02 0.00
C 0.349720 -2.628431 5.969023 0.00 0.01 0.01
C 0.265732 -1.407463 5.321327 0.00 -0.02 -0.02
C 0.146628 -1.418956 3.937473 0.02 0.05 0.01
C 0.043631 -0.353794 2.945285 -0.05 -0.05 0.04
N 0.049767 0.925842 3.269857 0.03 -0.01 -0.06
C -0.049715 1.889546 2.374605 -0.05 0.08 0.04
N -0.154944 1.774269 1.026174 0.05 -0.03 -0.07
C -0.226367 3.010553 0.482243 -0.03 -0.01 0.10
N -0.328172 3.336068 -0.796384 0.02 -0.03 -0.03
C -0.375881 2.437270 -1.756896 -0.03 0.04 -0.04
N -0.316921 1.086535 -1.645676 0.10 -0.07 0.07
C -0.384830 0.539776 -2.881234 0.00 0.07 -0.03
N -0.369996 -0.736875 -3.211236 0.03 0.00 0.00
C -0.497658 1.604220 -3.877923 0.00 -0.03 -0.02
C -0.605666 1.584669 -5.260370 0.00 0.02 0.02
C -0.703435 2.803643 -5.912432 0.00 0.01 -0.01
C -0.696747 4.008771 -5.199211 0.00 0.00 -0.01
C -0.593659 4.023332 -3.817295 -0.01 -0.03 0.00
C -0.494541 2.801117 -3.168964 0.02 0.03 0.01
C -0.167578 4.011324 1.543884 -0.01 0.02 -0.05
C -0.202689 5.399564 1.530023 0.00 -0.02 0.01
C -0.122681 6.056024 2.746576 0.00 0.02 0.00
C -0.012788 5.343817 3.948706 0.00 -0.01 0.01
C 0.019236 3.959218 3.960111 0.01 0.03 -0.02
C -0.057516 3.303531 2.738445 0.01 -0.05 0.05
N -0.052571 -0.902533 1.707820 0.05 0.02 -0.08
C -0.261706 -3.826548 -1.482383 0.03 -0.02 0.04
C -0.269239 -5.213738 -1.466200 0.00 0.02 -0.02
H -0.363192 -6.950920 -2.712981 0.00 0.00 0.00
H -0.498212 -5.697474 -4.820779 0.00 0.00 0.00
H -0.492778 -3.204040 -4.819104 0.00 0.00 0.00
H 0.149340 -4.765820 3.311187 0.00 0.00 0.00
H 0.373489 -4.770040 5.793009 0.00 0.00 0.00
H 0.442589 -2.658454 7.047876 0.00 0.00 0.00
H 0.289753 -0.471528 5.864112 0.00 0.00 0.00
H -0.620132 0.646357 -5.798982 0.00 0.00 0.00
H -0.793827 2.829541 -6.991532 0.00 0.00 0.00
H -0.780418 4.943026 -5.741015 0.00 0.00 0.00
H -0.595868 4.947793 -3.254910 0.00 0.00 0.00
H -0.294354 5.938596 0.596163 0.00 0.00 0.00
H -0.149541 7.138582 2.775387 0.00 0.00 0.00
H 0.043656 5.889622 4.882688 0.00 0.00 0.00
H 0.098368 3.398355 4.882200 0.00 0.00 0.00
H -0.218166 -5.754511 -0.530287 0.00 0.00 0.00
C 4.849894 -1.046090 0.814157 0.02 -0.01 0.01
C 4.352307 0.083190 -0.089748 -0.02 0.04 -0.03
C 2.893074 0.134928 -0.109211 -0.01 -0.05 0.03
N 1.750492 0.123875 -0.077215 0.27 0.06 -0.01
H 5.938988 -1.065728 0.817702 0.00 0.00 0.00
H 4.484785 -2.009947 0.463032 0.00 0.00 0.00
H 4.500292 -0.904202 1.835585 0.00 0.00 0.00
H 4.698324 -0.047884 -1.116171 0.00 -0.02 0.01
H 4.716892 1.053621 0.250612 0.01 -0.01 0.01
F -3.179400 0.534981 -2.229851 -0.20 -0.04 -0.03
Te -3.732774 -0.208240 -0.597339 0.61 0.02 0.07
F -5.355925 -0.498621 -1.465562 -0.07 -0.01 -0.05
F -3.278199 -1.914463 -1.232476 -0.14 0.00 -0.06
F -4.471174 1.438601 -0.114732 -0.07 -0.02 -0.04
F -4.570077 -0.987822 0.877261 -0.07 -0.01 -0.03
O -2.189329 0.061746 0.252165 -0.11 0.13 0.36

***

# 4
69
Properties=species:S:1:pos:R:3:forces:R:3 method="wB97M-V/def2-TZVPD" lumo_energy_ev=-0.95 homo_ev=-5.78 gap_ev=4.834 de_lowest_kj_mol=177.5
Ba 0.159000 -0.110400 0.473000 0.48 -0.91 -2.67
C -4.323900 -3.289400 4.809500 -0.21 0.04 -0.12
C -3.168900 -3.740800 5.442800 0.22 -0.09 0.10
C -1.912900 -3.355700 5.001800 -0.03 -0.04 -0.03
C -1.841600 -2.522400 3.895400 -0.56 0.08 -0.14
C -0.734300 -1.912600 3.175500 -0.34 -0.03 -0.04
N 0.524700 -2.073300 3.534500 0.17 -0.35 0.22
C 1.505300 -1.277600 3.165200 0.22 0.13 0.00
C 2.883600 -1.446800 3.603800 0.51 0.38 -0.11
C 3.545000 -2.446500 4.295800 -0.12 -0.01 -0.02
C 4.899500 -2.283200 4.529600 -0.02 -0.22 0.10
C 5.573500 -1.136600 4.116500 0.14 0.14 -0.04
C 4.914000 -0.118900 3.450700 -0.06 0.04 -0.02
C 3.568800 -0.291500 3.183300 -0.12 -0.58 0.18
C 2.585900 0.531400 2.496100 -0.07 -0.31 0.20
N 2.819300 1.771300 2.124400 0.42 0.23 0.01
C 1.938500 2.537800 1.517200 -0.11 0.21 -0.03
N 0.824200 2.145600 0.854900 0.28 1.90 0.69
C 0.105600 3.243300 0.521600 0.35 0.00 0.13
N -1.097800 3.300500 -0.007200 -0.15 0.45 -0.28
C -1.979600 2.325600 -0.001900 -0.22 -0.25 0.12
N -1.855800 1.110000 0.582600 -1.70 1.25 0.59
C -3.082400 0.538100 0.686600 0.11 0.16 -0.02
N -3.405800 -0.497000 1.432000 -0.53 -0.04 -0.12
C -2.567500 -1.177700 2.189700 0.31 -0.23 0.19
N -1.212000 -1.159400 2.156300 -1.00 -0.29 1.36
C -3.010800 -2.050400 3.268200 0.38 -0.40 0.28
C -4.260900 -2.430900 3.725900 0.00 -0.01 -0.07
C -4.060200 1.372100 -0.004400 0.08 0.50 -0.37
C -5.420300 1.251000 -0.237800 0.07 0.02 0.04
C -6.051400 2.281500 -0.917400 -0.15 -0.13 0.08
C -5.351700 3.407300 -1.345900 0.09 0.20 -0.04
C -3.992400 3.539100 -1.111600 -0.01 -0.04 0.05
C -3.354400 2.509700 -0.442100 -0.50 -0.41 -0.03
C 0.824100 4.438800 0.935900 0.68 0.02 0.19
C 0.521900 5.786100 0.873700 -0.04 0.04 -0.06
C 1.405000 6.678600 1.456200 -0.12 0.07 -0.12
C 2.560900 6.235200 2.096200 0.15 -0.02 0.06
C 2.872600 4.886900 2.162100 0.03 -0.02 -0.03
C 1.998700 3.990600 1.566800 -0.42 0.41 -0.25
N 1.400900 -0.124500 2.459500 0.85 0.33 1.96
H -5.286300 -3.626700 5.167700 -0.06 0.02 0.05
H -3.263100 -4.407900 6.290300 0.04 0.01 0.01
H -1.015700 -3.695400 5.495100 0.11 -0.04 0.05
H 3.003000 -3.315400 4.635300 0.00 -0.15 0.05
H 5.450800 -3.058700 5.043800 0.01 -0.02 0.06
H 6.629900 -1.044300 4.321500 0.09 0.02 0.04
H 5.408900 0.787500 3.142200 0.16 0.09 -0.05
H -5.147900 -2.073400 3.231000 -0.19 0.07 -0.04
H -5.959500 0.382900 0.110000 -0.08 -0.06 0.02
H -7.114100 2.223500 -1.107900 -0.05 -0.03 -0.02
H -5.883500 4.200400 -1.854700 -0.02 -0.01 -0.04
H -3.438600 4.410300 -1.426900 0.02 0.09 -0.04
H -0.377600 6.113900 0.380300 -0.17 0.11 -0.04
H 1.198300 7.739000 1.410100 -0.02 0.04 0.03
H 3.219600 6.963800 2.550300 0.04 -0.02 0.01
H 3.764000 4.538300 2.660400 0.08 -0.04 0.07
C 1.431300 -4.149800 0.162200 -0.09 0.25 0.46
N 1.385800 -3.918500 -1.266800 0.03 0.05 0.21
C 1.592200 -5.021700 -2.181700 -0.02 -0.17 -0.51
C 1.099300 -2.707800 -1.720400 0.22 -0.61 -0.97
O 0.849800 -1.733900 -1.021600 0.83 -1.71 -1.50
H 1.795500 -5.152200 0.356600 0.01 -0.02 0.01
H 0.441500 -4.032700 0.607500 0.00 -0.03 0.04
H 2.099700 -3.429900 0.636800 -0.01 -0.02 0.04
H 1.865800 -5.909600 -1.619400 0.00 0.05 -0.01
H 2.397800 -4.799900 -2.883400 -0.03 -0.04 0.01
H 0.681700 -5.238800 -2.745000 0.07 -0.05 0.03
H 1.109700 -2.640800 -2.821800 -0.05 0.04 0.13

***

What molar mass values result from the calculations? In sequence: 1058.57 1081.53 862.05 722.96 g mol⁻¹.